Below is 2 unconnected molecules or ions with the total composition C3H9NO2, with properties calculated with the ωB97M-V functional and the def2-TZVPD basis.

Properties
SMILES string: CC(=O)O.CN
LUMO (eV): 0.687
ΔE to the lowest compared entry with this formula, charge and spin (kcal/mol): 58.86
Orbital gap (eV): 9.5

The geometry in XYZ format:
```
15
Properties=species:S:1:pos:R:3:lowdin_charge:R:1
C 1.407 1.343 1.027 0.001
C 1.471 0.154 0.146 -0.580
O 0.618 -0.311 -0.603 0.059
O 2.502 -0.666 0.474 0.063
H 1.966 2.388 0.894 0.144
H 1.319 0.845 2.023 0.100
H 0.259 1.352 0.847 0.108
H 2.864 -1.270 -0.193 0.125
C -2.410 -0.244 -1.175 -0.211
N -2.984 -0.149 0.141 -0.066
H -2.202 -1.212 -1.558 0.046
H -1.484 0.444 -1.139 0.082
H -3.204 -0.046 -1.874 0.061
H -2.506 -0.653 0.844 0.038
H -3.896 -0.504 0.209 0.031
```